Record 1
The following is a DFT calculation (the ωB97M-V functional and the def2-TZVPD basis) of C48H54F5Ge2N5OTe2V as an isolated structure.

Output
strongest force on any atom	3.5	eV/A
multiplicity	4
M	1263.35	u
DFT total energy	-8343.5512	hartree
<S²>	3.763
charge	0

Each line ends with the Löwdin spin population.
Positions of all 118 atoms, in Å:
H1 2.191 -4.116 -2.236  0.0000
C1 -0.038 -6.632 -1.668  0.0001
H2 -2.214 -1.416 5.916  0.0016
H3 0.889 2.008 -6.776  0.0000
C2 0.675 3.473 1.929  0.0057
H4 1.710 5.333 1.809  -0.0001
C3 -1.317 -2.460 2.975  0.0260
H5 2.216 -1.154 -1.705  0.0005
H6 -3.939 0.786 0.281  0.0037
C4 -2.391 -6.312 -1.960  0.0001
C5 3.840 1.080 -1.469  0.0035
C6 2.685 -3.167 -2.038  0.0044
N1 -1.350 -0.648 4.135  0.0109
H7 -1.559 2.222 8.174  0.0003
H8 -5.284 -0.956 1.620  0.0019
H9 -3.890 -2.035 1.530  0.0006
H10 2.874 -2.895 1.498  -0.0003
H11 1.016 -4.978 -0.819  0.0016
F1 1.752 2.699 -0.827  0.0004
N2 -1.028 -1.158 2.927  0.0170
H12 1.204 -5.493 1.372  0.0004
H13 4.251 -1.021 -1.746  0.0001
H14 0.318 2.953 -2.641  0.0000
Te1 2.697 0.850 2.106  0.0187
H15 -2.107 -1.102 -2.928  0.0002
C7 -1.051 -4.521 -1.018  0.0047
H16 -0.312 6.927 -0.762  0.0001
H17 2.051 -0.082 -6.136  0.0000
H18 -3.180 -4.436 -1.340  0.0001
H19 -3.522 -0.521 -2.038  0.0008
H20 2.366 -0.647 -3.775  0.0000
C8 -2.286 -5.036 -1.436  0.0007
H21 3.213 -2.881 -2.953  0.0010
C9 0.309 5.103 0.196  0.0045
O1 1.721 -0.748 2.430  0.1053
F2 1.807 1.232 3.784  0.0026
C10 -2.831 -0.287 -2.852  0.0013
H22 -1.166 -3.082 2.108  0.0016
C11 -1.377 0.758 4.398  0.0132
F3 4.209 -0.067 2.703  0.0050
H23 1.147 7.084 0.226  0.0000
C12 -1.890 -2.239 -0.624  0.0087
C13 4.632 -0.012 -1.811  0.0003
H24 1.147 3.216 2.870  0.0002
C14 1.358 1.119 -3.055  0.0004
C15 1.922 -3.427 1.484  0.0331
C16 -1.201 1.721 3.384  0.0055
Te2 1.758 0.787 -0.974  0.0084
C17 -0.908 -3.132 -0.487  0.0135
C18 -3.601 -0.173 -4.164  0.0001
H25 -1.595 3.786 2.974  0.0007
H26 -3.197 2.716 7.752  0.0010
C19 0.702 2.291 -3.406  0.0000
H27 -4.733 -1.561 0.061  0.0000
C20 5.702 2.538 -1.878  0.0002
C21 -1.265 -7.119 -2.083  0.0001
H28 3.427 -3.322 -1.253  0.0004
N3 -0.661 1.432 2.120  0.0703
C22 5.947 0.178 -2.197  0.0002
C23 -2.143 2.840 7.492  0.0024
H29 -3.358 -6.684 -2.274  0.0001
F4 3.163 -0.639 0.411  0.0118
H30 2.732 -5.272 2.217  0.0023
C24 -1.908 3.386 5.030  -0.0015
C25 0.606 6.427 -0.453  0.0009
H31 -3.983 -1.147 -4.471  0.0000
C26 1.020 1.758 -5.732  0.0000
C27 -3.477 0.015 0.896  0.0414
H32 1.220 6.288 -1.346  0.0003
C28 -1.884 2.454 6.061  0.0141
H33 6.112 3.540 -1.892  0.0000
C29 0.540 2.609 -4.746  0.0000
C30 -0.611 4.231 -0.368  -0.0011
H34 -1.350 -8.117 -2.492  0.0000
H35 -1.879 3.882 7.667  0.0002
C31 -2.082 1.003 -2.509  0.0065
F5 3.758 2.285 2.933  0.0040
C32 -1.831 -2.798 4.221  0.0043
H36 2.693 -5.207 0.464  0.0000
H37 -1.655 0.389 6.485  -0.0004
N4 -1.381 0.983 -1.184  0.0403
H38 0.827 -2.050 -2.327  0.0004
H39 -3.689 2.493 -3.172  0.0006
H40 7.523 1.602 -2.513  0.0000
Ge1 0.828 -2.320 0.243  0.1425
C33 -2.827 2.782 -1.229  -0.0001
H41 0.029 3.525 -5.016  0.0000
C34 4.374 2.359 -1.502  0.0004
H42 -2.961 0.204 -4.965  0.0001
H43 -2.160 4.418 5.243  -0.0004
C35 1.841 0.264 -4.035  0.0001
H44 6.553 -0.680 -2.456  0.0000
C36 1.658 -2.117 -1.622  0.0171
C37 -0.277 2.606 1.387  0.0132
C38 -1.849 -1.619 4.927  0.0210
Ge2 -1.707 -0.430 0.115  0.1707
H45 -4.455 0.498 -4.065  0.0000
C39 -4.395 -1.202 1.035  0.0062
C40 1.668 0.585 -5.374  0.0000
H46 -3.332 3.650 -0.833  -0.0001
V1 0.190 -0.224 1.685  2.0892
C41 0.058 -5.351 -1.141  0.0021
C42 0.968 4.693 1.348  -0.0001
H47 3.785 3.222 -1.237  0.0000
C43 2.139 -4.933 1.364  0.0085
H48 -2.830 -2.512 -1.099  0.0032
H49 -1.342 1.149 -3.308  0.0000
H50 0.849 -7.249 -1.747  0.0000
C44 -1.645 1.140 5.707  -0.0023
H51 -2.158 -3.765 4.559  -0.0001
C45 -1.582 3.026 3.740  0.0126
H52 -3.291 0.461 1.875  -0.0002
C46 -0.903 2.988 0.191  0.0054
C47 -2.995 2.194 -2.403  0.0026
H53 -1.109 4.512 -1.290  -0.0002
C48 6.489 1.456 -2.229  -0.0001
N5 -1.878 2.154 -0.422  0.0006
H54 1.457 -3.205 2.446  0.0003


Record 2
The following is a DFT calculation (the ωB97M-V functional and the def2-TZVPD basis) of C2H6Se as an isolated structure.

Output
strongest force on any atom	3.7	eV/A
M	109.03	u
DFT total energy	-2481.1309	hartree
charge	0

Each line ends with the natural charge from an NBO analysis.
Positions of all 9 atoms, in Å:
H1 0.921 -0.153 -1.495  0.2295
H2 -1.496 -0.333 -1.076  0.2233
H3 -1.242 -0.325 0.836  0.2286
C1 -0.886 0.075 -0.248  -0.6366
H4 -1.156 1.244 -0.214  0.2040
H5 0.916 1.249 -0.378  0.2154
H6 0.690 -0.872 2.405  0.0505
C2 0.646 0.189 -0.494  -0.5799
Se1 1.607 -1.072 0.664  0.0653


Record 3
The following is a DFT calculation (the ωB97M-V functional and the def2-TZVPD basis) of C46H61MoN5O4SSe as an isolated structure.

Output
strongest force on any atom	1.1	eV/A
multiplicity	3
M	954.99	u
DFT total energy	-5232.0868	hartree
<S²>	2.028
charge	0

Each line ends with the Löwdin spin population.
Positions of all 119 atoms, in Å:
H1 -0.191 3.290 4.666  0.0001
H2 5.945 5.516 1.132  0.0000
H3 -3.216 -5.845 1.541  0.0000
H4 2.789 -6.436 1.753  0.0001
H5 -2.654 0.025 -0.933  0.0068
H6 1.797 4.668 2.833  0.0004
C1 -0.016 0.297 3.045  0.0030
H7 -2.841 -7.586 -0.177  0.0000
O1 -2.449 -3.450 1.435  -0.0001
N1 -0.126 -0.948 -1.994  -0.0050
H8 5.905 1.814 -2.220  0.0000
C2 0.118 1.094 -3.057  0.0154
C3 -2.121 0.647 -0.212  -0.0113
C4 -1.452 -4.010 -0.701  -0.0004
C5 4.425 1.465 -0.685  0.0007
H9 1.712 0.433 7.750  0.0000
Se1 -0.257 2.882 1.811  0.0318
H10 -0.867 0.227 7.916  0.0000
C6 0.310 -2.101 4.110  0.0010
H11 4.116 -6.332 -0.986  0.0000
C7 0.382 3.253 -4.018  0.0097
H12 0.700 -2.370 1.969  -0.0001
C8 0.181 2.914 -1.666  0.0100
H13 -0.624 -3.825 5.029  0.0001
H14 4.872 3.220 -1.909  0.0000
C9 3.302 -6.636 -0.323  0.0000
H15 4.194 0.386 -2.526  0.0000
H16 5.377 3.337 0.953  -0.0001
H17 0.101 -3.800 2.820  0.0000
H18 4.390 6.627 4.314  0.0000
C10 1.627 3.013 1.504  0.0085
C11 0.132 1.399 5.659  0.0096
H19 2.028 -2.113 5.491  0.0000
N2 3.420 -4.588 0.971  0.0012
C12 0.015 -2.710 2.741  -0.0002
H20 5.835 -0.188 -0.698  0.0001
H21 0.216 3.776 8.187  0.0000
H22 2.421 1.911 7.091  0.0000
C13 5.629 4.362 3.603  0.0002
H23 5.878 0.780 0.789  0.0000
C14 2.681 -3.917 0.065  0.0036
C15 1.990 -6.114 -0.869  0.0001
H24 -0.761 -4.721 -2.589  0.0000
C16 0.170 -0.560 4.137  0.0088
N3 2.017 -4.658 -0.835  0.0008
H25 0.427 -0.619 6.237  -0.0003
C17 4.308 3.245 1.105  -0.0010
H26 -0.774 1.628 8.992  0.0001
C18 2.272 2.098 0.653  0.0076
C19 3.539 0.827 -1.767  -0.0002
H27 -2.249 1.700 -0.468  0.0032
C20 0.131 3.444 7.150  0.0000
H28 4.538 6.584 1.179  0.0000
O2 -1.024 -1.814 0.069  0.0110
H29 -0.035 -0.928 -4.033  0.0052
H30 1.847 -3.573 4.510  0.0001
H31 1.835 -6.431 -1.899  0.0000
C21 -0.881 1.320 7.947  0.0006
N4 -0.427 -2.306 -2.077  -0.0066
H32 3.289 -7.725 -0.271  0.0000
H33 6.243 3.723 2.965  0.0000
C22 -1.757 -6.280 -1.503  0.0001
C23 0.275 1.884 -4.178  0.0148
H34 -1.000 -2.478 2.416  0.0001
C24 4.571 5.117 2.787  0.0006
H35 3.009 6.583 3.213  0.0000
C25 0.243 1.921 7.093  0.0012
H36 2.458 -2.080 3.776  0.0000
H37 4.545 -0.357 0.502  0.0001
H38 1.692 1.917 8.709  0.0001
N5 0.053 1.593 -1.818  0.0177
C26 0.256 0.041 5.395  -0.0019
C27 -2.453 -6.586 -0.330  -0.0004
H39 2.892 0.039 -1.385  0.0003
H40 -1.860 1.650 7.590  0.0000
H41 -1.968 -2.619 1.245  0.0004
C28 -0.685 -2.736 5.101  0.0004
H42 -0.495 -2.467 6.141  0.0000
H43 -0.830 3.796 6.767  0.0000
H44 5.862 6.807 2.337  0.0000
H45 0.507 3.899 -4.879  0.0001
C29 -1.277 -4.998 -1.675  -0.0006
H46 0.441 4.835 -2.549  0.0007
C30 3.528 -6.042 1.051  0.0003
C31 -2.668 -5.625 0.634  0.0002
H47 0.317 1.414 -5.152  0.0002
H48 -2.509 0.465 0.791  0.0052
C32 5.270 6.060 1.799  0.0003
C33 3.734 5.961 3.747  0.0000
C34 -0.090 2.217 4.560  -0.0001
O3 -0.072 -0.146 1.782  0.0445
C35 0.340 3.775 -2.738  0.0165
C36 3.713 4.107 2.023  0.0049
C37 -0.148 1.672 3.284  0.0115
O4 1.635 1.056 0.120  0.0489
C38 5.404 2.389 -1.436  0.0002
H49 2.916 1.584 -2.260  0.0000
H50 3.919 -3.998 1.614  0.0001
H51 6.184 2.809 -0.801  0.0000
H52 6.294 5.065 4.115  0.0000
S1 2.556 -2.233 0.082  0.0121
H53 1.415 -4.129 -1.445  0.0000
C39 1.597 1.519 7.694  0.0005
H54 4.514 -6.296 1.435  0.0000
Mo1 -0.061 0.089 -0.141  1.5932
C40 5.219 0.359 0.024  0.0005
C41 0.003 -0.355 -3.116  0.1107
H55 1.149 -6.492 -0.281  0.0000
H56 0.166 3.288 -0.659  0.0000
H57 5.156 3.726 4.356  0.0000
C42 2.339 4.003 2.173  0.0006
H58 0.926 3.930 6.578  0.0000
H59 3.189 5.341 4.464  0.0000
C43 3.635 2.278 0.363  0.0047
H60 -1.609 -7.030 -2.269  0.0000
H61 -1.710 -2.441 4.859  0.0000
C44 1.747 -2.483 4.502  0.0006
C45 -0.922 -2.641 -0.914  -0.0033
C46 -2.177 -4.328 0.456  -0.0003